Computed, not measured: an isolated molecule of C3H4BNO2S at a distorted geometry, with wB97M-V/def2-TZVPD.

Cartesian coordinates (Å):
B (-1.2735, -0.9365, -0.0506)
C (0.7637, 1.4581, 0.3169)
C (2.0540, 1.3492, -0.0217)
C (0.1513, -0.4131, -0.2842)
N (2.6243, 0.2487, -0.5430)
O (-2.0478, 0.0037, 0.6299)
O (-1.6124, -2.2200, -0.4258)
S (1.5833, -1.0045, -0.7152)
H (-0.0046, 2.1824, 0.3783)
H (2.8982, 1.9862, 0.0871)
H (-2.9386, -0.0070, 0.4930)
H (-2.1980, -2.6472, 0.1353)

## Properties
- Frontier orbital gap (alpha / beta): 6.829 / 7.852 eV
- ⟨S²⟩: 2.035
- 2S+1: 3

---

Computed, not measured: a structure of composition C3H4BiFO3 at a distorted geometry, with wB97M-V/def2-TZVPD.

Cartesian coordinates (Å):
C (-1.7046, -0.4778, 0.8383)
C (-0.7365, 0.4779, 0.7747)
H (-2.1759, -0.7552, -0.1082)
H (-1.6995, -1.1925, 1.6667)
F (-0.0953, 0.8416, 1.8976)
H (-0.6119, 1.2442, -0.0013)
Bi (-3.7352, 0.8479, 1.5885)
O (2.7466, 0.0615, -2.0879)
C (1.8066, -0.0870, -1.0968)
O (2.0163, -0.9360, -0.2189)
O (0.7590, 0.5787, -1.3053)
H (3.4303, -0.6033, -1.9475)

## Properties
- Net charge: +1
- Frontier orbital gap (alpha / beta): 2.367 / 3.616 eV
- ⟨S²⟩: 1.129
- 2S+1: 2

---

Computed, not measured: a structure of composition C3H4BiLiO4 at a distorted geometry, with wB97M-V/def2-TZVPD.

Cartesian coordinates (Å):
O (0.6561, -0.0308, -0.6218)
C (-0.4077, 0.4244, -1.4334)
C (0.6453, -0.0140, 0.6821)
O (-0.0634, 1.2410, -2.2657)
O (-1.5207, -0.0628, -1.1593)
C (0.9190, -1.1021, 1.5341)
Li (-0.4535, 2.1104, -3.8272)
H (1.7985, -0.9471, 2.1657)
H (1.0925, -2.0189, 0.9609)
Bi (-2.8163, -1.5331, -1.7653)
O (-0.1879, 0.7623, 1.4195)
H (0.3165, 1.4523, 1.9154)
H (0.0217, -0.2816, 2.3951)

## Properties
- Net charge: +3
- Frontier orbital gap (alpha / beta): 6.354 / 6.556 eV
- ⟨S²⟩: 0.752
- 2S+1: 2

---

Computed, not measured: a structure of composition C3H4BiO4 at a distorted geometry, with wB97M-V/def2-TZVPD.

Cartesian coordinates (Å):
O (-2.3752, -0.2626, 0.3955)
C (-1.8849, 0.8572, 0.0036)
C (-0.7940, -1.4031, -0.0842)
O (-1.3410, 1.6566, 0.7936)
O (-1.1165, 0.6103, -1.1066)
C (-0.1184, -0.3695, -0.7990)
H (-1.3573, -2.1136, -0.6941)
H (-0.3281, -1.9694, 0.7276)
H (0.5839, -0.5761, -1.6136)
O (3.3326, 1.0381, 0.5985)
H (3.9430, 1.5014, 1.1697)
Bi (1.4559, 1.0307, 0.6090)

## Properties
- Net charge: +1
- Frontier orbital gap (alpha / beta): 6.193 / 6.194 eV